Entry 1:
Molecular formula: C28H31N2O2
Method: DFT, wB97M-V/def2-TZVPD

Values from the calculation:
* max |F|: 2.560 eV/A
* HOMO level: -0.3945 hartree
* calculated total energy: -36607.537 eV
* total charge: +1
* relative energy (zero: lowest compared OMol25 entry of this formula, charge and spin): 4.9 kcal per mole

Last column: Mulliken charge in e.
Atoms and positions in Å:
C 5.4494 -0.7482 0.4271  -0.824
O 4.8805 0.3216 1.1433  -0.414
C 3.5405 0.1567 1.4084  0.973
C 2.8536 1.1830 2.0905  -1.097
C 1.5117 1.1039 2.3311  -0.295
C 0.7642 -0.0188 1.9182  1.131
C -0.6811 -0.0616 1.9368  0.316
C -1.4467 -1.2742 1.7783  0.130
C -2.7243 -0.9541 1.2677  0.126
C -3.6132 -1.9719 0.9341  -0.415
C -3.2471 -3.2830 1.1608  -0.659
C -2.0100 -3.6020 1.7174  -0.918
C -1.1065 -2.6144 2.0225  -0.304
C -2.8113 0.4932 1.1836  0.017
C -1.5862 1.0326 1.6482  0.916
C -1.4098 2.4268 1.6547  -0.167
C -2.4279 3.2396 1.2150  -1.109
C -3.6209 2.6976 0.7445  -0.644
C -3.8195 1.3338 0.7229  -0.532
C 1.4706 -1.0688 1.2934  -1.190
C 2.8048 -0.9839 1.0341  -0.735
H 6.5032 -0.5332 0.2516  0.250
H 5.3673 -1.6663 1.0124  0.346
H 4.9453 -0.8550 -0.5359  0.363
H 3.4192 2.0454 2.3973  0.479
H 1.0175 1.8970 2.8615  0.479
H -4.5624 -1.7361 0.4867  0.504
H -3.9220 -4.0811 0.9027  0.441
H -1.7597 -4.6335 1.9135  0.450
H -0.1589 -2.8618 2.4708  0.591
H -0.4905 2.8639 2.0009  0.262
H -2.3040 4.3115 1.2322  0.442
H -4.3918 3.3571 0.3838  0.436
H -4.7327 0.9172 0.3400  0.501
H 0.9194 -1.9159 0.9305  0.695
H 3.2881 -1.7829 0.5030  0.449
C -2.0951 4.5261 11.2012  -1.313
C -1.8647 3.2610 10.3850  -0.142
C -2.6164 3.2568 9.0603  -0.816
N -2.5008 1.9934 8.3569  -0.161
C -1.4186 1.7336 7.5454  -0.016
C -1.3390 0.3627 6.9123  0.420
C -1.1823 -0.7519 7.9646  -0.765
C -0.2842 -1.8164 7.3104  -0.703
C 0.5086 -1.0697 6.2267  -0.242
N -0.1585 0.2360 6.0133  -0.278
O -0.5533 2.5614 7.3491  -0.645
H -1.5376 4.5173 12.1410  0.353
H -1.7893 5.4164 10.6485  0.336
H -3.1513 4.6481 11.4503  0.325
H -0.7953 3.1199 10.1843  0.275
H -2.1591 2.3774 10.9648  0.283
H -3.6745 3.4959 9.2198  0.411
H -2.2258 4.0386 8.3994  0.284
H -3.1049 1.2381 8.6880  0.294
H -2.2498 0.1968 6.3192  0.323
H -0.7075 -0.3355 8.8575  0.376
H -2.1492 -1.1549 8.2849  0.366
H 0.3705 -2.3120 8.0385  0.349
H -0.8945 -2.6042 6.8576  0.291
H 1.5341 -0.8729 6.5534  0.318
H 0.5817 -1.6360 5.2908  0.015
H -0.3981 0.3983 5.0301  0.065

Entry 2:
Molecular formula: C28H31N3O2
Method: DFT, wB97M-V/def2-TZVPD

Values from the calculation:
* max |F|: 1.309 eV/A
* HOMO level: -0.2725 hartree
* calculated total energy: -38104.462 eV
* total charge: 0
* relative energy (zero: lowest compared OMol25 entry of this formula, charge and spin): 41.1 kcal per mole

Last column: Mulliken charge in e.
Atoms and positions in Å:
C -6.5596 1.1371 -1.2899  -1.987
C -5.1876 1.1278 -0.6018  1.967
C -5.5034 1.1281 0.8906  -1.716
C -4.3743 -0.1058 -1.0629  -1.057
C -2.8493 -0.0703 -0.8303  0.164
O -2.2144 -1.1388 -0.8256  -0.744
N -2.1995 1.1199 -0.7151  0.197
C -2.8539 2.3142 -0.7392  0.318
O -2.2200 3.3680 -0.5776  -0.756
C -4.3621 2.3556 -1.0510  -1.013
H -6.4572 1.1364 -2.3800  0.437
H -7.1353 0.2485 -0.9939  0.412
H -7.1227 2.0339 -0.9937  0.414
H -4.6131 1.1228 1.5234  0.360
H -6.1010 2.0198 1.1305  0.412
H -6.1139 0.2461 1.1324  0.417
H -4.7908 -1.0144 -0.6174  0.344
H -4.5445 -0.2004 -2.1496  0.271
H -4.4872 2.4255 -2.1453  0.322
H -4.7983 3.2690 -0.6374  0.329
C 0.4627 2.2032 2.8143  -1.761
C 1.0183 0.8679 2.5914  0.230
N 1.2325 0.0314 3.6248  0.220
C 0.8979 0.3305 4.9973  -0.940
C 1.7567 -1.1818 3.1827  0.406
C 1.8524 -1.1187 1.7654  0.681
C 2.2086 -2.2993 1.1199  0.039
C 2.6014 -3.4273 1.8644  -0.913
C 2.5090 -3.4377 3.2735  -0.676
C 2.0652 -2.2889 3.9498  -1.049
C 1.3966 0.2219 1.3820  0.952
C 1.2639 0.7588 0.0963  -0.408
C 1.9864 0.3821 -1.0436  0.379
C 1.4209 0.3238 -2.3495  0.060
C 0.0555 0.6183 -2.7764  -0.935
N 2.2899 -0.3139 -3.1661  0.066
C 2.0116 -0.6831 -4.5322  -0.924
C 3.4600 -0.6211 -2.4907  0.460
C 3.3358 -0.1560 -1.1619  0.647
C 4.4144 -0.3702 -0.2972  0.059
C 5.5369 -1.1066 -0.7445  -0.786
C 5.5976 -1.6090 -2.0512  -0.664
C 4.5539 -1.3510 -2.9616  -0.980
H 0.4601 2.7342 1.8590  0.389
H -0.5573 2.1771 3.2211  0.365
H 1.0606 2.7527 3.5524  0.434
H 1.1031 -0.5662 5.5777  0.331
H 1.4935 1.1714 5.3824  0.303
H -0.1673 0.5901 5.0936  0.321
H 2.1843 -2.3564 0.0292  0.476
H 2.9829 -4.3090 1.3405  0.400
H 2.7750 -4.3454 3.8195  0.385
H 1.9876 -2.2531 5.0400  0.203
H 0.4716 1.4925 -0.0389  0.221
H -0.4722 1.1355 -1.9662  -0.343
H 0.0649 1.2351 -3.6835  0.490
H -0.4935 -0.3064 -3.0335  0.344
H 2.8880 -1.2129 -4.9064  0.326
H 1.1277 -1.3326 -4.5880  0.319
H 1.8337 0.2131 -5.1372  0.301
H 4.3871 0.0530 0.7048  0.463
H 6.3830 -1.2813 -0.0713  0.384
H 6.4643 -2.2005 -2.3630  0.386
H 4.5830 -1.6868 -3.9859  0.248

Entry 3:
Molecular formula: C28H31N4
Method: DFT, wB97M-V/def2-TZVPD

Values from the calculation:
* max |F|: 2.926 eV/A
* HOMO level: -0.3631 hartree
* calculated total energy: -35491.479 eV
* total charge: +1
* relative energy (zero: lowest compared OMol25 entry of this formula, charge and spin): 69.2 kcal per mole

Last column: Mulliken charge in e.
Atoms and positions in Å:
C -4.8525 -2.5315 -1.2109  -0.921
N -4.2242 -1.4571 -0.4329  -0.569
N -2.9584 -1.8405 0.0895  0.022
C -2.1324 -0.7402 0.4817  0.347
C -0.9706 -1.3008 1.2845  0.142
C -0.8656 -1.0651 2.6602  -1.258
C 0.2304 -1.5448 3.3766  -0.762
C 1.1938 -2.3611 2.7423  1.738
N 2.3102 -2.8519 3.4235  0.091
C 3.1394 -3.8538 2.7545  -1.560
C 2.9415 -2.1564 4.4859  0.259
C 4.2898 -1.7667 4.3397  -0.189
C 4.9026 -0.9797 5.3143  -0.648
C 4.2203 -0.6627 6.4941  -0.462
C 2.9285 -1.1589 6.7034  -0.618
C 2.2838 -1.8943 5.7048  -0.247
C 1.0377 -2.6416 1.3618  -0.590
C -0.0049 -2.0703 0.6340  -0.638
C -1.7621 0.0590 -0.7548  -0.003
C -2.6985 0.3329 -1.7567  -0.572
C -2.3579 0.9997 -2.9214  -0.786
C -1.1010 1.6108 -3.0281  0.024
N -0.7648 2.2818 -4.2206  0.463
C -0.6120 1.4726 -5.4279  -1.106
C -0.2876 3.6049 -4.2249  -0.216
C 1.0147 3.8805 -4.6682  -0.044
C 1.4761 5.1952 -4.6726  -0.653
C 0.6150 6.2450 -4.3293  -0.376
C -0.7029 5.9741 -3.9294  -0.614
C -1.1412 4.6573 -3.8296  -0.128
C -0.1843 1.4629 -1.9649  -0.570
C -0.4908 0.6519 -0.8775  -0.831
H -5.7942 -2.1071 -1.5738  0.337
H -4.2060 -2.7739 -2.0685  0.355
H -5.0255 -3.4185 -0.5839  0.351
H -4.7919 -1.1248 0.3460  0.303
H -2.4690 -2.3989 -0.6166  0.551
H -3.2023 -2.4156 0.9077  0.444
H -2.7477 -0.1156 1.1310  0.642
H -1.6245 -0.4548 3.1592  0.342
H 0.3378 -1.2843 4.4272  0.187
H 2.5001 -4.6132 2.2905  0.488
H 3.7840 -3.4046 1.9830  0.465
H 3.7796 -4.3363 3.5036  0.378
H 4.8373 -2.0517 3.4379  0.318
H 5.9152 -0.6134 5.1422  0.366
H 4.7008 -0.0392 7.2523  0.368
H 2.4090 -0.9656 7.6430  0.377
H 1.2763 -2.2840 5.8630  0.454
H 1.7713 -3.2562 0.8338  0.401
H -0.0306 -2.1908 -0.4575  0.348
H -3.7346 0.0097 -1.6734  0.625
H -3.0812 1.1144 -3.7369  0.489
H -0.8451 2.0785 -6.3132  0.293
H 0.4167 1.0884 -5.5110  0.310
H -1.3063 0.6274 -5.3676  0.430
H 1.6569 3.0476 -4.9617  0.300
H 2.5128 5.3935 -4.9499  0.356
H 0.9690 7.2766 -4.3772  0.378
H -1.3851 6.7908 -3.6872  0.359
H -2.1524 4.4178 -3.4910  0.383
H 0.7887 1.9520 -2.0450  0.482
H 0.2688 0.5002 -0.1070  0.400